No. 1
Here is 9 unconnected molecules or ions with the total composition C28H54N2O10S3 in a non-equilibrium geometry from OMol25. Energies are from ωB97M-V with the def2-TZVPD basis set.

For the frontier orbital gap, the calculation gives 0.345 Eh. The spin multiplicity is 1. Its total energy is -85869.774 eV. As for the charge: 0. The largest force on an atom is 2.3 eV/Å. Its SMILES is O=S1(=O)CCCC1.O=S1(=O)CCCC1.O=S1(=O)CCCC1.CC(C)=O.CC(C)=O.CC(C)=O.CC(C)=O.CC#N.CC#N.

Structure (XYZ):
```
97
C28H54N2O10S3 ωB97M-V with the def2-TZVPD basis set
H -0.382 -3.734 -0.737
O 1.935 1.538 -1.193
C -1.285 -1.968 -6.392
H 1.581 -1.380 5.236
H 1.932 5.488 -2.842
C -1.314 3.292 4.112
C 2.309 -5.112 -0.369
H 2.166 -7.103 -1.227
H 0.640 3.576 1.375
S 0.984 0.791 -1.975
H -1.124 -0.029 -5.368
H -6.539 0.676 2.254
H -2.034 -0.024 -2.235
C 4.444 1.209 1.092
H -7.818 0.960 1.092
H -0.052 -1.234 -4.825
C 5.777 1.953 1.055
H -2.610 -5.244 -2.160
H 3.818 -6.377 -1.135
C 3.424 4.020 -2.426
H -1.355 -1.540 -0.445
S 5.693 2.949 2.679
H -0.441 2.174 -0.781
H -3.189 3.858 3.075
S -1.274 4.911 2.024
C -1.192 -1.340 -7.775
C 0.639 -0.928 4.936
C -1.082 -1.098 -5.165
H 3.046 -7.108 0.296
H -1.768 -1.907 -8.506
H -0.870 2.240 -2.534
C 0.233 -1.415 3.609
H -4.927 -1.256 1.599
H 4.066 0.917 0.112
H 1.281 -5.208 1.524
H -0.128 -1.216 5.655
H -2.113 -3.690 -2.647
O -3.335 -3.547 0.243
O 2.118 -4.411 -1.333
H 0.445 2.119 3.635
O -0.824 6.269 2.233
C 2.069 -4.639 1.031
H -0.736 -0.207 0.566
C -6.024 0.037 0.235
H -7.462 -0.663 1.700
H -0.936 1.915 2.493
H -0.169 -1.343 -8.154
O 5.867 4.362 2.347
H 5.725 2.691 0.254
H -1.762 -1.505 -4.418
C -2.498 -3.966 -0.538
C -4.960 -0.967 0.550
C -2.259 4.317 3.410
H -0.876 -4.045 0.933
H 0.655 0.160 4.884
H 6.748 1.464 1.061
H -3.984 -0.643 0.193
C -0.686 1.601 -1.675
N -0.114 -1.842 2.601
C -1.058 -4.313 -0.107
O -1.611 -3.127 -6.310
O -1.995 4.572 0.776
C -0.379 2.612 3.120
H 3.862 1.714 3.561
H -2.642 5.176 3.960
H 4.508 0.314 1.713
H 3.425 3.395 3.593
H 1.349 -1.106 -0.516
O 6.430 2.382 3.787
C -0.808 -0.599 -0.446
C 2.006 4.421 -2.650
H 1.590 3.849 -3.478
C -2.806 -4.187 -1.964
C 0.179 3.785 2.341
H -2.401 0.818 -0.742
H -1.603 -0.330 -7.803
H -3.801 -3.812 -2.197
H 2.975 -4.642 1.640
H 0.470 -1.519 -2.006
C -1.585 0.411 -1.343
H 0.872 4.391 2.923
O 1.218 0.606 -3.400
H 1.787 -3.586 0.995
H 2.403 1.735 1.658
C 2.874 -6.541 -0.619
H 1.550 4.078 -1.721
H -0.684 3.710 4.898
C 0.524 -0.824 -1.169
H -5.244 -1.858 -0.014
C -7.015 0.273 1.357
N 4.521 3.708 -2.252
H -0.914 -5.391 -0.177
H 3.347 3.074 0.962
C 3.382 2.212 1.633
O -6.111 0.575 -0.829
H -1.980 2.595 4.623
C 3.890 2.634 2.969
```

=====

No. 2
Here is a molecular structure, C28H55InO2Si4 in a non-equilibrium geometry from OMol25. Energies are from ωB97M-V with the def2-TZVPD basis set.

For the frontier orbital gap (alpha / beta), the calculation gives 0.202 / 0.185 Eh. The spin multiplicity is 1. Its total energy is -70702.233 eV. As for the charge: 0. The largest force on an atom is 3.3 eV/Å.

Structure (XYZ):
```
90
C28H55InO2Si4 ωB97M-V with the def2-TZVPD basis set
H 2.860 3.743 -0.626
H -1.502 -1.905 -5.263
C -2.105 2.890 -0.467
H -2.830 -4.398 -4.518
H 5.226 2.863 1.899
H -0.927 6.313 -1.084
C -3.090 2.130 -1.213
H -0.006 -2.436 -4.473
H -0.843 -6.272 -0.063
C 1.948 -3.967 0.325
H 3.732 2.327 4.496
H -3.477 -0.680 -2.513
H -4.266 -2.175 -1.979
C 1.026 5.982 0.854
H 2.068 -5.533 -2.435
H -1.421 2.691 1.678
H -1.486 -5.071 -3.564
H 3.604 2.719 0.295
H 1.722 2.348 3.394
H -3.110 -4.924 -2.838
C -3.637 -1.735 -2.763
H 2.166 -1.379 -1.480
C 1.097 -0.822 3.740
H -3.431 2.369 -2.222
H -1.415 -2.900 2.633
H 1.912 -2.064 -3.102
O 2.316 3.485 1.715
H 0.172 7.709 -0.906
Si -2.016 -2.659 -2.988
H 4.595 1.271 2.551
H 0.783 -4.878 -3.464
H -0.284 -4.265 2.386
Si -0.947 -2.563 -0.897
H -3.048 0.495 1.712
C 4.363 2.323 2.338
In -0.124 2.775 -2.613
C 3.210 2.427 1.283
H 2.608 1.491 1.201
O 0.999 4.406 -1.224
C 1.043 -5.121 -2.420
H 1.124 -1.570 1.635
H -2.506 -6.465 0.538
C -3.551 1.087 -0.388
H -4.239 -4.110 1.391
C 0.126 -0.045 4.440
H 0.371 -5.933 -2.100
H 2.791 4.133 -2.346
H -1.969 -4.556 2.910
H -4.198 -1.774 -3.706
C 1.119 5.792 -0.658
H -1.338 -0.544 1.475
C 2.161 -2.312 -2.063
H 0.944 7.074 1.007
H -3.873 -2.472 0.773
H -1.695 3.893 -0.684
C 2.448 4.427 -1.358
C -1.018 0.055 3.613
H 2.036 -1.163 4.133
H 1.801 4.132 3.690
Si -1.983 -4.097 0.515
H -0.689 -0.832 -4.089
H 2.939 -4.375 0.060
C -1.861 -5.868 -0.123
H 1.960 5.705 1.363
C -0.715 -0.523 2.362
C 3.764 2.968 3.607
H 3.274 5.966 -0.107
H 2.971 6.521 -1.781
C -0.940 -1.878 -4.316
C 2.305 3.284 3.179
C -2.384 -4.437 -3.508
C 0.595 -1.066 2.432
H 2.137 -3.050 0.903
H 0.195 5.460 1.355
H 1.438 -4.680 0.988
C -3.776 -3.551 0.559
C 2.647 5.855 -0.989
H 4.283 3.910 3.855
H -4.296 0.322 -0.667
H 0.223 6.743 -2.407
C 0.085 6.692 -1.318
H 0.270 0.370 5.435
H -4.316 -3.784 -0.373
Si 1.091 -3.625 -1.301
C -1.326 -3.935 2.267
C -2.882 1.190 0.882
C -2.007 2.306 0.834
H 3.183 -2.726 -2.036
H -2.226 -5.992 -1.150
H -1.981 0.464 3.881
```

=====

No. 3
Here is 4 unconnected molecules or ions with the total composition C28H55N2O3 in a non-equilibrium geometry from OMol25. Energies are from ωB97M-V with the def2-TZVPD basis set.

For the frontier orbital gap, the calculation gives 0.238 Eh. The spin multiplicity is 1. For the energy above the lowest of the compared OMol25 structures with the same formula, charge and spin, the calculation gives 939.7 kJ/mol. Its total energy is -39032.946 eV. As for the charge: +1. The largest force on an atom is 9.5 eV/Å.

Structure (XYZ):
```
88
C28H55N2O3 ωB97M-V with the def2-TZVPD basis set
C -9.117 0.277 3.144
C -1.858 3.073 2.581
C -8.024 0.543 2.120
C -6.094 3.746 1.778
H 4.629 -7.044 -4.191
H -5.065 3.867 2.132
H -2.303 -1.487 5.114
H -3.122 -2.662 2.870
H -3.488 -1.583 0.541
H 4.069 0.691 -1.620
N 2.131 1.166 2.870
O -0.394 3.402 2.565
C 1.970 2.409 -2.209
H -7.924 -0.341 1.478
C -2.793 0.658 1.290
H 6.157 0.728 -5.367
H 5.523 3.085 -4.868
H 4.662 -3.070 -2.941
C 3.584 -2.941 -2.813
C 3.288 -2.497 -1.389
H 2.254 1.284 -4.020
C 2.444 1.168 -2.949
H 3.823 2.662 -4.904
H 5.100 -5.357 -4.477
C -2.461 -0.927 4.083
H 1.759 -4.043 -3.115
C 1.883 -0.013 3.790
C 3.919 0.851 -2.694
H 0.906 2.581 -2.404
H -6.408 4.690 1.320
H 3.118 0.808 0.963
H -6.363 -0.024 3.369
C -6.664 0.836 2.759
H 4.443 0.268 -5.417
C -6.618 2.092 3.636
H 6.247 -6.478 -3.738
H 5.922 1.591 -2.938
H 1.839 0.313 -2.623
H 4.831 -6.698 -1.733
H 4.113 0.152 2.452
H -0.506 2.495 0.587
H 4.753 2.842 -2.583
H -8.051 3.326 2.566
H -1.695 1.276 5.027
H 5.087 1.399 -6.612
H -6.103 2.981 0.998
O 0.586 0.208 1.198
O -2.832 3.987 2.596
H 3.953 2.090 2.106
C -3.119 -0.946 1.462
C 3.420 1.024 2.091
H 4.162 -0.104 -3.174
H 2.580 -0.953 3.553
C -2.090 0.687 4.068
H -8.858 -0.578 3.775
H 0.776 -0.439 3.735
H -9.285 1.145 3.789
H 5.292 -5.026 -1.980
C 2.837 -4.219 -3.205
H 3.019 -4.421 -4.267
H 2.101 2.290 -1.129
C 5.144 1.096 -5.561
C 5.189 -6.197 -3.783
H -5.912 0.917 1.966
H 2.218 -2.309 -1.257
H 2.066 0.257 4.937
H 3.601 -3.246 -0.658
H -7.005 4.207 3.660
H -8.327 1.364 1.463
H -10.063 0.054 2.638
C 3.199 -5.458 -2.378
N -2.929 -1.630 2.808
C 4.683 -5.835 -2.395
H 3.824 -1.570 -1.164
H 3.289 -2.138 -3.500
H 2.885 -5.309 -1.339
C 4.903 1.928 -3.167
H 1.090 3.454 0.975
C 1.036 1.323 1.838
C -2.269 1.469 2.621
H -7.265 1.953 4.510
C -7.021 3.389 2.929
C 0.276 2.732 1.438
H 2.513 3.303 -2.528
H -5.602 2.204 4.033
H -2.894 1.235 0.274
C 4.815 2.273 -4.656
H 2.611 -6.307 -2.749
```

=====

Q: Which of these has the highest largest force on an atom?
A: C28H55N2O3

=====

Q: The lowest largest force on an atom belongs to which entry?
A: C28H54N2O10S3

=====

Please write out number 2 again, unchanged.
Here is a molecular structure, C28H55InO2Si4 in a non-equilibrium geometry from OMol25. Energies are from ωB97M-V with the def2-TZVPD basis set.

For the frontier orbital gap (alpha / beta), the calculation gives 0.202 / 0.185 Eh. The spin multiplicity is 1. Its total energy is -70702.233 eV. As for the charge: 0. The largest force on an atom is 3.3 eV/Å.

Structure (XYZ):
```
90
C28H55InO2Si4 ωB97M-V with the def2-TZVPD basis set
H 2.860 3.743 -0.626
H -1.502 -1.905 -5.263
C -2.105 2.890 -0.467
H -2.830 -4.398 -4.518
H 5.226 2.863 1.899
H -0.927 6.313 -1.084
C -3.090 2.130 -1.213
H -0.006 -2.436 -4.473
H -0.843 -6.272 -0.063
C 1.948 -3.967 0.325
H 3.732 2.327 4.496
H -3.477 -0.680 -2.513
H -4.266 -2.175 -1.979
C 1.026 5.982 0.854
H 2.068 -5.533 -2.435
H -1.421 2.691 1.678
H -1.486 -5.071 -3.564
H 3.604 2.719 0.295
H 1.722 2.348 3.394
H -3.110 -4.924 -2.838
C -3.637 -1.735 -2.763
H 2.166 -1.379 -1.480
C 1.097 -0.822 3.740
H -3.431 2.369 -2.222
H -1.415 -2.900 2.633
H 1.912 -2.064 -3.102
O 2.316 3.485 1.715
H 0.172 7.709 -0.906
Si -2.016 -2.659 -2.988
H 4.595 1.271 2.551
H 0.783 -4.878 -3.464
H -0.284 -4.265 2.386
Si -0.947 -2.563 -0.897
H -3.048 0.495 1.712
C 4.363 2.323 2.338
In -0.124 2.775 -2.613
C 3.210 2.427 1.283
H 2.608 1.491 1.201
O 0.999 4.406 -1.224
C 1.043 -5.121 -2.420
H 1.124 -1.570 1.635
H -2.506 -6.465 0.538
C -3.551 1.087 -0.388
H -4.239 -4.110 1.391
C 0.126 -0.045 4.440
H 0.371 -5.933 -2.100
H 2.791 4.133 -2.346
H -1.969 -4.556 2.910
H -4.198 -1.774 -3.706
C 1.119 5.792 -0.658
H -1.338 -0.544 1.475
C 2.161 -2.312 -2.063
H 0.944 7.074 1.007
H -3.873 -2.472 0.773
H -1.695 3.893 -0.684
C 2.448 4.427 -1.358
C -1.018 0.055 3.613
H 2.036 -1.163 4.133
H 1.801 4.132 3.690
Si -1.983 -4.097 0.515
H -0.689 -0.832 -4.089
H 2.939 -4.375 0.060
C -1.861 -5.868 -0.123
H 1.960 5.705 1.363
C -0.715 -0.523 2.362
C 3.764 2.968 3.607
H 3.274 5.966 -0.107
H 2.971 6.521 -1.781
C -0.940 -1.878 -4.316
C 2.305 3.284 3.179
C -2.384 -4.437 -3.508
C 0.595 -1.066 2.432
H 2.137 -3.050 0.903
H 0.195 5.460 1.355
H 1.438 -4.680 0.988
C -3.776 -3.551 0.559
C 2.647 5.855 -0.989
H 4.283 3.910 3.855
H -4.296 0.322 -0.667
H 0.223 6.743 -2.407
C 0.085 6.692 -1.318
H 0.270 0.370 5.435
H -4.316 -3.784 -0.373
Si 1.091 -3.625 -1.301
C -1.326 -3.935 2.267
C -2.882 1.190 0.882
C -2.007 2.306 0.834
H 3.183 -2.726 -2.036
H -2.226 -5.992 -1.150
H -1.981 0.464 3.881
```